# 1
20
Properties=species:S:1:pos:R:3 method="wB97M-V/def2-TZVPD" max_force_ha_per_bohr=0.113 e_tot_ha=-452.81680 charge=+1 homo_lumo_gap_ha=0.2902 lumo_energy_ha=-0.1387 e_above_lowest_kcal_mol=143.04
C -2.323 -0.710 -0.489
C 1.801 -0.128 0.522
C -3.599 -0.329 -1.192
C 4.349 -0.309 0.676
N -0.354 0.491 0.286
N -1.633 0.262 0.000
N -2.280 1.491 0.222
N 2.955 -0.668 0.187
O 0.629 -0.521 0.029
H -1.851 -1.689 -0.610
H 1.669 0.767 1.142
H -3.886 -1.097 -2.022
H -3.549 0.724 -1.471
H -4.521 -0.279 -0.600
H 4.522 0.052 1.759
H 4.980 -1.004 0.307
H 4.563 0.625 0.119
H -2.577 1.569 1.225
H -1.879 2.345 0.007
H 2.982 -1.591 -0.095



# 2
21
Properties=species:S:1:pos:R:3 method="wB97M-V/def2-TZVPD" max_force_ha_per_bohr=0.019 e_tot_ha=-528.23443 charge=+1 smiles="C/C=N/[C@@](N)([NH3+])C(=O)ON" homo_lumo_gap_ha=0.3995 lumo_energy_ha=-0.1124 e_above_lowest_kcal_mol=58.66
C -2.777 1.210 -0.594
C -1.574 0.689 0.075
N -0.961 -0.318 -0.386
C 0.201 -0.867 0.228
N 0.205 -1.124 1.616
N 0.370 -2.224 -0.503
C 1.473 -0.086 -0.220
O 2.240 -0.566 -1.020
O 1.548 1.079 0.360
N 2.725 1.840 0.158
H -2.640 2.266 -0.823
H -2.991 0.655 -1.502
H -3.626 1.145 0.087
H -1.247 1.215 0.977
H -0.715 -1.152 2.034
H 0.839 -0.567 2.167
H 0.457 -2.990 0.173
H 1.249 -2.120 -1.064
H -0.434 -2.364 -1.126
H 3.221 1.475 -0.656
H 2.437 2.804 0.018



# 3
23
Properties=species:S:1:pos:R:3 method="wB97M-V/def2-TZVPD" max_force_ha_per_bohr=0.015 e_tot_ha=-1054.66962 charge=-1 homo_lumo_gap_ha=0.2634 lumo_energy_ha=0.1165 e_above_lowest_kcal_mol=0.00
Pd -0.068 0.273 -0.887
N 2.077 -0.554 -0.860
C 2.571 -0.277 0.499
C 1.865 -1.146 1.534
C 0.574 -0.529 2.150
O 0.392 -0.759 3.351
O -0.176 0.152 1.385
H 2.151 -1.540 -1.070
H 2.607 -0.042 -1.550
H 2.371 0.775 0.709
H 3.657 -0.428 0.564
H 2.535 -1.364 2.364
H 1.579 -2.102 1.082
N -2.915 -0.994 -1.249
N -3.006 0.388 -0.920
C -1.856 1.223 -1.129
N -1.935 2.386 -0.326
S -1.169 1.310 -2.720
H -2.748 -1.013 -2.246
H -2.074 -1.372 -0.820
H -3.354 0.469 0.025
H -1.908 2.141 0.658
H -1.171 3.003 -0.546



# 4
17
Properties=species:S:1:pos:R:3 method="wB97M-V/def2-TZVPD" max_force_ha_per_bohr=0.062 e_tot_ha=-288.94640 charge=0 smiles="C=C(N)CC.O" homo_lumo_gap_ha=0.3254 lumo_energy_ha=0.0224 e_above_lowest_kcal_mol=44.31
C 0.145 -0.240 0.903
C -0.240 -0.166 -0.408
N 0.142 0.890 -1.276
C -1.245 -1.062 -1.139
C -1.287 -2.513 -0.655
H -0.114 -1.086 1.573
H 0.977 0.459 1.268
H 0.109 0.670 -2.254
H 0.933 1.516 -0.963
H -1.032 -1.237 -2.208
H -2.209 -0.632 -0.872
H -0.336 -2.924 -1.069
H -1.163 -2.744 0.431
H -2.098 -3.232 -0.799
O 2.784 4.378 2.531
H 2.680 3.582 1.948
H 1.954 4.340 2.989



# 5
17
Properties=species:S:1:pos:R:3 method="wB97M-V/def2-TZVPD" max_force_ha_per_bohr=0.079 e_tot_ha=-288.92728 charge=0 smiles="CC(C)=CN.O" homo_lumo_gap_ha=0.3113 lumo_energy_ha=0.0303 e_above_lowest_kcal_mol=56.31
C 0.067 1.331 -0.510
C 0.947 0.186 -0.154
C 2.004 -0.260 -1.093
C 0.630 -0.699 0.874
N -0.379 -0.425 1.803
H -0.675 1.515 0.178
H 0.667 2.093 -0.849
H -0.571 1.031 -1.423
H 3.073 0.298 -0.783
H 2.134 -1.352 -0.998
H 1.651 -0.017 -2.167
H 1.321 -1.589 0.931
H -0.866 -1.131 2.273
H -0.685 0.491 2.145
O -3.153 -0.244 -0.264
H -3.894 -0.924 -0.206
H -2.272 -0.304 0.244



# 6
17
Properties=species:S:1:pos:R:3 method="wB97M-V/def2-TZVPD" max_force_ha_per_bohr=0.045 e_tot_ha=-288.94352 charge=0 smiles="C=CCCN.O" homo_lumo_gap_ha=0.3689 lumo_energy_ha=0.0308 e_above_lowest_kcal_mol=46.12
C 1.491 -0.244 -0.930
C 0.375 0.350 -0.483
C 0.134 1.219 0.727
C 1.274 1.131 1.734
N 0.893 1.821 2.953
H 2.371 -0.107 -0.308
H 1.299 -1.123 -1.527
H -0.482 0.051 -1.090
H -0.735 0.787 1.231
H 0.016 2.248 0.393
H 1.609 0.091 1.830
H 2.136 1.703 1.377
H 1.602 1.861 3.665
H 0.063 1.492 3.446
O -3.733 -3.678 -4.676
H -3.873 -3.255 -3.801
H -4.439 -4.347 -4.542



# 7
17
Properties=species:S:1:pos:R:3 method="wB97M-V/def2-TZVPD" max_force_ha_per_bohr=0.082 e_tot_ha=-288.92863 charge=0 smiles="CC(C)=CN.O" homo_lumo_gap_ha=0.3046 lumo_energy_ha=0.0279 e_above_lowest_kcal_mol=55.46
C 1.180 0.184 1.204
C 0.763 -0.328 -0.176
C 1.558 -0.010 -1.363
C -0.367 -1.174 -0.307
N -1.507 -1.054 0.553
H 0.793 1.222 1.322
H 0.739 -0.358 1.969
H 2.304 0.210 1.437
H 2.613 0.029 -1.035
H 1.398 -0.718 -2.259
H 1.178 1.050 -1.821
H -0.362 -1.902 -1.126
H -2.333 -1.594 0.338
H -1.274 -0.824 1.552
O -2.361 1.919 -0.441
H -1.634 1.228 -0.381
H -2.687 2.121 0.535



# 8
17
Properties=species:S:1:pos:R:3 method="wB97M-V/def2-TZVPD" max_force_ha_per_bohr=0.022 e_tot_ha=-289.01184 charge=0 smiles="CC(N)=O.CC" homo_lumo_gap_ha=0.3977 lumo_energy_ha=0.0314 e_above_lowest_kcal_mol=3.25
C -1.076 -0.344 1.940
C -0.629 0.897 1.207
N -1.491 1.326 0.228
O 0.395 1.492 1.451
H -0.563 -1.215 1.521
H -2.138 -0.544 1.820
H -0.742 -0.270 2.971
H -1.394 2.285 -0.067
H -2.438 0.981 0.225
C 1.712 0.016 -1.309
C 0.842 -1.240 -1.495
H 1.161 0.762 -0.740
H 2.684 -0.136 -0.840
H 1.881 0.483 -2.280
H 1.350 -2.032 -2.038
H -0.017 -0.894 -2.068
H 0.464 -1.569 -0.528